The molecule C5H8FNO at a distorted geometry, computed with ωB97M-V with the def2-TZVPD basis set.

Calculated values
**Multiplicity**: 1
**HOMO energy**: -8.060 eV
**LUMO energy**: 0.7 eV

Each line ends with the Mulliken charge.
Positions of all 16 atoms, in Å:
F1 -0.69748 -1.91335 -1.55971  -0.28
O1 -1.14420 1.79003 -2.12298  -0.50
N1 -1.14494 1.15036 0.13611  -0.07
C1 -0.93622 1.08857 -1.18603  0.28
C2 1.51576 0.11531 0.62527  -1.20
C3 0.30531 -0.80414 0.27171  0.32
C4 -0.93356 -0.15882 0.83096  -0.72
C5 0.15817 -0.94493 -1.24956  -0.36
H1 1.19464 1.21652 1.04827  0.26
H2 1.10132 -0.69659 -1.77783  0.33
H3 1.98345 0.44199 -0.32871  0.28
H4 2.19946 -0.41064 1.31500  0.33
H5 -1.64259 1.79810 0.66535  0.17
H6 -1.76436 -0.94202 0.68183  0.24
H7 -0.79520 0.07629 1.93882  0.41
H8 0.60045 -1.80666 0.71148  0.50